No. 1
# C38H61BrN3ReS2Si

A structure of composition C38H61BrN3ReS2Si in a non-equilibrium geometry (ωB97M-V with the def2-TZVPD basis set, the OMol25 dataset).

Calculated values
Highest occupied orbital energy (spin up / spin down) = -14.91 / -14.91 eV
Charge = +3
E_tot = -146565.89888 eV
Frontier orbital gap (spin up / spin down) = 5.2 / 5.3 eV
Max |F| = 1.00 eV/A
Multiplicity = 2

CARTESIAN COORDINATES (ANGSTROEM)
Re1 -0.485 -0.346 0.299
C1 0.522 0.708 -1.486
C2 -0.776 0.361 -1.919
C3 -0.916 -1.051 -1.824
C4 0.322 -1.586 -1.378
C5 1.218 -0.495 -1.149
H1 0.914 1.711 -1.411
H2 -1.552 1.052 -2.214
H3 -1.789 -1.638 -2.069
H4 0.523 -2.639 -1.243
H5 2.253 -0.574 -0.859
C6 3.283 -2.771 5.773
C7 2.301 -3.655 4.987
C8 1.284 -4.263 5.953
C9 3.075 -4.787 4.283
C10 1.633 -2.842 3.898
C11 2.389 -2.009 3.061
C12 1.790 -1.323 2.039
N1 0.461 -1.402 1.799
C13 -0.294 -2.196 2.600
C14 0.263 -2.909 3.638
C15 -1.714 -2.232 2.226
C16 -2.662 -3.027 2.831
C17 -3.956 -3.095 2.319
C18 -4.238 -2.286 1.213
C19 -3.262 -1.492 0.667
N2 -2.011 -1.458 1.161
C20 -5.011 -4.037 2.869
C21 -5.319 -5.063 1.764
C22 -6.278 -3.239 3.211
C23 -4.529 -4.777 4.116
H6 3.674 -3.339 6.616
H7 2.794 -1.880 6.169
H8 4.138 -2.464 5.172
H9 1.816 -4.782 6.748
H10 0.644 -5.002 5.466
H11 0.657 -3.501 6.422
H12 3.570 -5.401 5.036
H13 3.842 -4.395 3.614
H14 2.407 -5.430 3.707
H15 3.454 -1.899 3.199
H16 2.358 -0.673 1.391
H17 -0.371 -3.528 4.253
H18 -2.383 -3.637 3.676
H19 -5.217 -2.286 0.757
H20 -3.459 -0.864 -0.190
H21 -5.719 -4.586 0.868
H22 -6.062 -5.772 2.130
H23 -4.420 -5.619 1.488
H24 -6.725 -2.777 2.331
H25 -6.070 -2.459 3.945
H26 -7.021 -3.912 3.639
H27 -3.666 -5.412 3.908
H28 -5.326 -5.426 4.476
H29 -4.279 -4.090 4.928
C24 -2.136 8.465 2.960
C25 -1.504 7.061 2.751
C26 -0.190 6.997 3.540
C27 -1.172 6.853 1.260
Si1 -2.866 5.914 3.317
Br1 -1.083 1.746 1.307
C28 -4.478 5.842 2.368
C29 -4.476 6.485 0.975
C30 -5.460 6.635 3.271
C31 -4.967 4.389 2.211
C32 -2.755 5.103 5.000
C33 -2.890 6.334 5.940
C34 -3.857 4.095 5.348
C35 -1.397 4.417 5.236
H30 -1.425 9.209 2.592
H31 -2.316 8.688 4.014
H32 -3.065 8.611 2.409
H33 0.476 7.766 3.141
H34 0.316 6.039 3.425
H35 -0.315 7.205 4.601
H36 -0.362 7.538 0.998
H37 -2.006 7.069 0.600
H38 -0.814 5.841 1.054
H39 -4.154 7.525 0.976
H40 -5.502 6.470 0.600
H41 -3.863 5.929 0.266
H42 -5.181 7.687 3.367
H43 -5.571 6.213 4.270
H44 -6.445 6.608 2.798
H45 -4.262 3.779 1.640
H46 -5.904 4.409 1.651
H47 -5.164 3.897 3.159
H48 -3.852 6.841 5.839
H49 -2.093 7.066 5.806
H50 -2.825 5.975 6.971
H51 -4.862 4.505 5.268
H52 -3.717 3.794 6.388
H53 -3.797 3.194 4.737
H54 -0.558 5.106 5.218
H55 -1.206 3.619 4.514
H56 -1.420 3.957 6.227
S1 -1.372 -4.501 -0.229
C36 -2.637 -5.145 -1.101
N3 -2.905 -6.434 -1.246
C37 -4.131 -6.812 -1.946
C38 -4.474 -5.628 -2.845
S2 -3.814 -4.177 -1.961
H57 -2.300 -7.117 -0.815
H58 -4.925 -7.004 -1.221
H59 -3.963 -7.716 -2.528
H60 -5.546 -5.517 -2.985
H61 -3.986 -5.695 -3.815


No. 2
# C29H30BBr45N2O2S

A structure of composition C29H30BBr45N2O2S in a non-equilibrium geometry (ωB97M-V with the def2-TZVPD basis set, the OMol25 dataset).

Calculated values
Highest occupied orbital energy = -8.21 eV
Charge = 0
E_tot = -3201045.19995 eV
Frontier orbital gap = 7.7 eV
Max |F| = 4.86 eV/A
Multiplicity = 1

CARTESIAN COORDINATES (ANGSTROEM)
C1 -1.280 0.494 -3.714
C2 -2.076 -0.840 -4.112
O1 -3.228 -1.138 -3.276
C3 -2.849 -1.049 -1.891
C4 -3.336 0.185 -1.092
B1 -4.287 1.262 -1.877
N1 -4.174 2.759 -1.716
O2 -5.355 0.808 -2.769
C5 -2.896 0.297 0.388
C6 -2.004 -0.848 0.995
C7 -1.550 -2.099 0.201
C8 -1.967 -2.207 -1.289
N2 -1.648 -3.316 -2.214
C9 -0.322 -3.918 -1.966
C10 0.452 -4.398 -3.247
C11 1.830 -5.097 -3.223
C12 2.489 -5.331 -1.807
C13 1.751 -4.811 -0.530
C14 0.366 -4.116 -0.591
S1 -0.547 -3.486 0.905
H1 -1.985 1.392 -3.708
H2 -0.510 0.702 -4.551
H3 -0.658 0.396 -2.748
H4 -2.485 -0.670 -5.181
H5 -1.309 -1.686 -4.182
H6 -4.618 3.019 -0.824
H7 -3.199 3.082 -1.783
H8 -4.961 0.662 -3.667
H9 -3.224 1.211 0.997
H10 -1.689 -0.728 2.084
H11 -2.350 -4.060 -2.041
H12 -0.042 -4.217 -4.272
H13 2.281 -5.424 -4.213
H14 3.493 -5.873 -1.791
H15 2.286 -4.997 0.466
C15 0.812 1.819 3.137
Br1 2.199 0.507 2.803
Br2 1.464 3.632 2.910
Br3 -0.772 1.480 2.068
H16 0.519 1.716 4.182
C16 -4.990 -5.485 -3.961
Br4 -5.115 -6.500 -2.311
Br5 -4.686 -3.597 -3.630
Br6 -3.660 -6.229 -5.162
H17 -5.953 -5.571 -4.460
C17 -0.297 -0.289 6.656
Br7 -0.714 -0.848 4.844
Br8 1.402 0.644 6.748
Br9 -1.735 0.750 7.440
H18 -0.197 -1.195 7.252
C18 5.096 3.029 6.912
Br10 6.577 4.179 6.418
Br11 3.706 3.023 5.559
Br12 5.690 1.234 7.344
H19 4.657 3.446 7.817
C19 2.247 -9.563 -2.341
Br13 1.616 -7.762 -2.704
Br14 3.751 -9.566 -1.116
Br15 0.813 -10.718 -1.729
H20 2.604 -9.972 -3.285
C20 -6.089 0.627 6.044
Br16 -6.221 -0.390 7.691
Br17 -5.775 2.511 6.382
Br18 -4.764 -0.120 4.841
H21 -7.053 0.549 5.544
C21 -2.441 -10.831 -4.881
Br19 -1.460 -9.381 -4.048
Br20 -3.085 -10.346 -6.645
Br21 -1.409 -12.472 -4.916
H22 -3.318 -11.018 -4.263
C22 -0.832 0.549 -8.369
Br22 0.467 1.339 -7.164
Br23 -0.247 -1.179 -9.028
Br24 -2.598 0.455 -7.568
H23 -0.909 1.212 -9.232
C23 -2.119 4.303 -9.465
Br25 -1.244 5.702 -10.484
Br26 -3.822 4.889 -8.747
Br27 -2.295 2.665 -10.491
H24 -1.476 4.078 -8.615
C24 -5.640 6.897 -5.648
Br28 -4.174 8.055 -6.170
Br29 -7.050 6.874 -6.980
Br30 -5.028 5.109 -5.216
H25 -6.068 7.316 -4.738
C25 -5.825 -3.778 0.820
Br31 -5.357 -4.611 2.509
Br32 -6.811 -2.128 1.078
Br33 -4.270 -3.516 -0.310
H26 -6.488 -4.467 0.298
C26 6.889 7.324 8.945
Br34 6.243 9.114 8.569
Br35 8.389 7.342 10.174
Br36 5.465 6.158 9.559
H27 7.253 6.913 8.004
C27 4.644 -1.545 -1.197
Br37 3.960 0.233 -1.569
Br38 6.133 -1.498 0.048
Br39 3.241 -2.752 -0.605
H28 5.028 -1.941 -2.136
C28 6.917 13.117 8.459
Br40 5.836 13.538 10.015
Br41 6.065 13.689 6.813
Br42 8.718 13.819 8.621
H29 7.002 12.031 8.413
C29 11.305 4.214 8.433
Br43 10.015 3.102 9.360
Br44 10.442 5.465 7.229
Br45 12.503 5.112 9.667
H30 11.916 3.552 7.822


No. 3
# C12H18ClNO

A structure of composition C12H18ClNO in a non-equilibrium geometry (ωB97M-V with the def2-TZVPD basis set, the OMol25 dataset).

Calculated values
Highest occupied orbital energy = -8.76 eV
Charge = 0
E_tot = -28785.27352 eV
Frontier orbital gap = 9.3 eV
Max |F| = 17.25 eV/A
Multiplicity = 1

CARTESIAN COORDINATES (ANGSTROEM)
C1 5.561 1.923 0.396
C2 4.378 1.681 -0.469
O1 3.605 0.830 0.196
C3 2.281 0.416 -0.440
C4 1.496 -0.751 0.274
C5 0.092 -1.058 -0.166
N1 -0.673 -1.999 0.821
H1 -0.027 -2.660 0.739
C6 -1.905 -2.280 -0.002
C7 -2.805 -1.217 0.066
C8 -3.756 -0.777 -0.983
C9 -4.721 0.155 -1.103
C10 -4.652 0.730 -0.025
C11 -3.805 0.826 1.208
C12 -2.929 -0.320 1.031
H2 -2.317 -0.484 2.114
H3 -3.845 1.249 2.064
Cl1 -5.854 2.158 0.176
H4 -5.175 0.312 -1.903
H5 -3.679 -1.593 -1.736
H6 -1.793 -2.718 -1.019
H7 -2.362 -3.006 0.890
H8 -0.480 0.033 -0.310
H9 0.273 -1.364 -1.039
H10 1.279 0.017 1.172
H11 2.188 -1.431 0.544
H12 2.424 -0.136 -1.426
H13 1.663 1.529 -0.556
H14 3.581 2.597 -0.455
H15 4.484 1.287 -1.410
H16 5.288 2.395 1.258
H17 6.096 2.629 -0.328
H18 6.090 1.030 0.422